A molecular structure, ArH20O10, computed with wB97M-V/def2-TZVPD.

Results
gap between HOMO and LUMO = 9.20 eV
energy = -1291.905764 hartree
LUMO = -0.017 Eh
ΔE to the lowest compared entry with this formula, charge and spin = 36.0 kJ/mol
HOMO = -9.66 eV

```
! RIJCOSX wB97M-V def2-TZVPD def2/J DEFGRID3
* xyz 0 1
Ar -23.35 3.05 -7.03
O -26.55 1.38 -7.15
H -27.43 1.03 -7.03
H -26.20 1.47 -6.27
O -27.67 3.89 -7.29
H -27.13 4.37 -6.66
H -27.29 3.02 -7.33
O -24.61 6.36 -8.66
H -25.31 5.74 -8.87
H -24.27 6.63 -9.51
O -19.61 3.76 -6.60
H -19.22 4.01 -7.44
H -20.19 4.48 -6.38
O -22.12 -0.84 -7.87
H -22.87 -0.35 -8.21
H -21.66 -0.23 -7.30
O -23.07 2.38 -10.62
H -22.74 2.10 -11.47
H -22.44 3.03 -10.32
O -25.66 1.85 -4.54
H -24.84 1.44 -4.27
H -25.51 2.79 -4.41
O -24.37 0.46 -9.07
H -23.88 1.18 -9.47
H -25.04 0.90 -8.55
O -21.10 4.05 -9.44
H -20.14 4.01 -9.34
H -21.31 4.98 -9.39
O -20.48 0.99 -6.37
H -20.17 1.90 -6.44
H -19.69 0.46 -6.51
*
```

A molecular structure, As7CuF42 in a non-equilibrium geometry, computed with wB97M-V/def2-TZVPD.

Results
gap between HOMO and LUMO (alpha / beta) = 11.67 / 8.82 eV
energy = -21485.922038 hartree
LUMO (alpha / beta) = 0.402 / 0.297 Eh
ΔE to the lowest compared entry with this formula, charge and spin = 0.0 kJ/mol
HOMO (alpha / beta) = -0.73 / -0.73 eV

```
! RIJCOSX wB97M-V def2-TZVPD def2/J DEFGRID3
* xyz -5 2
Cu 19.48 -5.94 -10.23
As 19.11 -5.52 -14.21
F 17.71 -6.59 -14.24
F 19.14 -5.47 -15.97
F 20.51 -4.48 -14.16
F 19.10 -5.52 -12.39
F 20.05 -6.96 -14.19
F 18.12 -4.08 -14.22
As 21.14 -2.49 -11.05
F 20.75 -4.22 -10.80
F 22.45 -2.60 -9.92
F 21.63 -0.78 -11.35
F 19.83 -2.34 -12.17
F 20.07 -2.03 -9.78
F 22.20 -2.92 -12.36
As 18.47 -9.61 -11.11
F 18.64 -7.78 -10.95
F 17.28 -9.56 -9.82
F 18.30 -11.31 -11.23
F 19.68 -9.55 -12.36
F 19.73 -9.70 -9.94
F 17.25 -9.34 -12.33
As 15.88 -3.95 -10.62
F 15.43 -5.16 -11.81
F 14.32 -3.18 -10.94
F 16.24 -2.74 -9.43
F 17.52 -4.65 -10.40
F 16.53 -2.99 -11.93
F 15.20 -4.93 -9.37
As 17.39 -7.07 -6.98
F 18.65 -6.91 -8.30
F 17.12 -5.37 -7.21
F 16.03 -7.09 -5.79
F 17.81 -8.77 -6.82
F 18.39 -6.74 -5.58
F 16.23 -7.53 -8.18
As 21.38 -5.04 -6.90
F 20.26 -5.11 -8.28
F 21.93 -3.44 -7.30
F 22.39 -4.99 -5.44
F 20.85 -6.61 -6.41
F 22.65 -5.67 -7.90
F 20.11 -4.26 -5.97
As 22.97 -7.62 -11.18
F 22.41 -9.27 -11.37
F 23.28 -7.93 -9.49
F 23.66 -6.02 -11.04
F 22.75 -7.30 -12.87
F 21.35 -7.04 -10.75
F 24.62 -8.24 -11.55
*
```

A molecular structure, AsF6H16O8, computed with wB97M-V/def2-TZVPD.

Results
gap between HOMO and LUMO = 11.27 eV
energy = -3446.744019 hartree
LUMO = 0.106 Eh
ΔE to the lowest compared entry with this formula, charge and spin = 2.9 kJ/mol
HOMO = -8.37 eV

```
! RIJCOSX wB97M-V def2-TZVPD def2/J DEFGRID3
* xyz -1 1
As 3.59 -2.52 -15.67
F 2.16 -2.05 -16.53
F 4.30 -3.23 -17.07
F 4.99 -2.88 -14.75
F 2.88 -1.83 -14.23
F 2.83 -4.03 -15.27
F 4.29 -0.98 -16.11
O 2.62 -6.93 -15.41
H 3.46 -7.21 -15.04
H 2.66 -5.97 -15.40
O 2.05 -3.94 -18.75
H 2.99 -3.72 -18.76
H 1.76 -3.68 -17.87
O 4.76 -5.08 -12.96
H 4.48 -4.82 -12.08
H 4.56 -4.31 -13.50
O 4.28 -1.62 -11.88
H 3.87 -1.32 -11.07
H 3.61 -1.51 -12.57
O 6.48 0.89 -16.29
H 6.05 1.34 -17.01
H 6.00 0.05 -16.21
O 0.55 0.57 -16.13
H 1.18 -0.13 -15.96
H -0.02 0.58 -15.36
O 3.87 1.25 -14.04
H 3.66 1.04 -14.95
H 4.47 0.55 -13.77
O 4.94 -6.63 -17.44
H 4.41 -6.95 -18.18
H 4.27 -6.39 -16.78
*
```

A molecular structure, AsF6H24O12 in a non-equilibrium geometry, computed with wB97M-V/def2-TZVPD.

Results
gap between HOMO and LUMO = 10.47 eV
energy = -3752.488616 hartree
LUMO = 0.083 Eh
ΔE to the lowest compared entry with this formula, charge and spin = 101.2 kJ/mol
HOMO = -8.22 eV

```
! RIJCOSX wB97M-V def2-TZVPD def2/J DEFGRID3
* xyz -1 1
As 0.05 -0.24 0.17
F -1.27 0.14 1.25
F 0.32 -1.84 0.89
F 1.30 -0.76 -0.98
F -0.15 1.25 -0.70
F 1.28 0.55 1.18
F -1.10 -1.00 -0.93
O 2.60 -2.50 -3.72
H 2.97 -3.35 -3.97
H 2.72 -2.46 -2.75
O -2.77 2.23 2.76
H -2.08 1.58 2.92
H -3.46 1.73 2.31
O -3.76 -0.89 1.56
H -2.89 -0.74 1.16
H -4.39 -0.64 0.87
O -2.86 3.31 -0.30
H -2.11 3.31 0.30
H -3.46 3.98 0.07
O -0.22 -3.80 -1.27
H 0.22 -3.53 -0.47
H -0.51 -2.98 -1.68
O 3.45 -2.50 -1.04
H 4.07 -2.65 -0.32
H 2.71 -2.03 -0.62
O 1.93 3.63 -1.07
H 1.57 3.98 -1.90
H 1.33 2.90 -0.84
O 0.22 -2.66 3.57
H 0.46 -2.35 2.68
H -0.63 -3.09 3.46
O 0.12 0.58 -4.04
H 1.07 0.62 -3.92
H -0.24 0.84 -3.18
O -3.45 -1.42 -2.42
H -2.70 -1.36 -1.81
H -4.21 -1.11 -1.92
O 0.42 2.57 3.20
H 0.19 1.67 2.93
H 1.38 2.56 3.26
O 4.27 2.17 1.55
H 4.11 2.62 2.38
H 3.47 1.65 1.39
*
```

A molecular structure, AsF6H26O13 in a non-equilibrium geometry, computed with wB97M-V/def2-TZVPD.

Results
gap between HOMO and LUMO = 9.48 eV
energy = -3828.956243 hartree
LUMO = 0.071 Eh
ΔE to the lowest compared entry with this formula, charge and spin = 41.0 kJ/mol
HOMO = -7.54 eV

```
! RIJCOSX wB97M-V def2-TZVPD def2/J DEFGRID3
* xyz -1 1
As -0.73 -0.13 0.60
F 0.49 0.95 1.34
F 0.37 -1.51 0.76
F -1.85 -1.25 -0.17
F -1.81 1.28 0.42
F -0.01 0.17 -1.06
F -1.43 -0.48 2.18
O -0.47 -2.52 -3.21
H -0.87 -3.30 -3.59
H -1.00 -2.34 -2.43
O -4.26 0.80 -1.57
H -3.61 1.51 -1.59
H -3.74 0.00 -1.67
O 1.27 -0.34 -3.80
H 1.33 -0.44 -4.75
H 0.73 -1.07 -3.51
O 0.97 -3.95 -0.61
H 0.75 -3.57 -1.47
H 1.03 -3.20 -0.03
O 2.90 -0.12 3.37
H 2.83 -1.04 3.13
H 3.10 0.33 2.55
O 2.12 -2.65 2.41
H 1.79 -2.60 3.31
H 1.39 -2.34 1.87
O 3.63 1.52 0.70
H 3.69 0.81 0.08
H 2.69 1.64 0.84
O 0.29 -1.41 4.30
H -0.25 -2.06 4.75
H -0.33 -0.90 3.78
O -4.15 1.51 3.02
H -3.28 1.10 2.96
H -4.03 2.37 2.60
O -0.98 3.59 1.89
H -0.06 3.83 1.83
H -1.06 2.80 1.36
O 2.61 -0.40 -1.13
H 1.72 -0.10 -0.96
H 2.61 -0.66 -2.05
O 0.27 2.29 -3.23
H 0.32 1.34 -3.37
H 0.86 2.67 -3.88
O -2.31 2.60 -2.12
H -2.00 2.86 -1.25
H -1.51 2.42 -2.61
*
```

A molecular structure, AsF6H26O13 in a non-equilibrium geometry, computed with wB97M-V/def2-TZVPD.

Results
gap between HOMO and LUMO = 10.00 eV
energy = -3828.921373 hartree
LUMO = 0.083 Eh
ΔE to the lowest compared entry with this formula, charge and spin = 132.5 kJ/mol
HOMO = -7.73 eV

```
! RIJCOSX wB97M-V def2-TZVPD def2/J DEFGRID3
* xyz -1 1
As -20.03 16.40 5.30
F -21.10 15.75 4.05
F -19.65 17.68 4.17
F -19.02 17.20 6.58
F -20.49 15.15 6.56
F -18.53 15.64 4.70
F -21.35 17.44 5.93
O -17.61 12.94 4.71
H -17.56 12.06 4.33
H -17.36 13.52 4.00
O -23.22 14.81 2.18
H -23.60 15.50 1.64
H -22.54 15.25 2.69
O -18.34 20.09 6.57
H -17.55 20.25 7.08
H -18.35 19.15 6.43
O -20.93 17.69 1.45
H -21.04 18.37 0.79
H -20.12 17.93 1.91
O -22.91 16.13 7.64
H -22.99 16.04 6.69
H -22.83 17.08 7.78
O -21.99 11.84 6.08
H -21.40 11.09 5.99
H -21.42 12.55 6.36
O -16.83 15.19 2.59
H -15.99 15.65 2.52
H -17.24 15.57 3.37
O -22.25 19.28 8.13
H -21.55 18.73 7.78
H -21.80 19.95 8.64
O -19.60 16.66 9.22
H -20.20 15.93 9.07
H -19.16 16.78 8.38
O -18.39 18.11 1.79
H -17.94 18.05 0.95
H -17.91 17.50 2.36
O -16.04 17.32 6.67
H -15.84 16.79 7.44
H -16.92 17.04 6.41
O -21.05 14.36 9.12
H -21.57 13.89 9.78
H -21.70 14.80 8.58
O -23.59 17.68 3.64
H -23.14 17.38 4.43
H -22.90 18.03 3.08
*
```

A molecular structure, AsF6H28O14 in a non-equilibrium geometry, computed with wB97M-V/def2-TZVPD.

Results
gap between HOMO and LUMO = 10.31 eV
energy = -3905.366774 hartree
LUMO = 0.083 Eh
ΔE to the lowest compared entry with this formula, charge and spin = 111.3 kJ/mol
HOMO = -8.05 eV

```
! RIJCOSX wB97M-V def2-TZVPD def2/J DEFGRID3
* xyz -1 1
As -0.01 0.16 -0.30
F 0.11 -0.19 -2.01
F -1.77 0.09 -0.22
F -0.02 0.66 1.38
F 1.75 0.27 -0.18
F -0.05 1.86 -0.77
F 0.01 -1.50 0.21
O -2.50 -2.54 -1.42
H -2.26 -1.74 -0.94
H -2.13 -3.25 -0.89
O 1.01 -1.00 3.79
H 0.78 -0.38 3.09
H 0.64 -0.62 4.59
O -5.24 0.39 1.19
H -6.05 0.09 0.78
H -4.70 0.71 0.46
O -2.73 0.61 2.38
H -2.33 0.40 1.52
H -3.68 0.44 2.25
O 1.64 -1.28 -3.96
H 1.17 -0.96 -3.17
H 1.97 -2.15 -3.71
O -0.01 2.54 3.87
H -0.11 2.07 4.71
H -0.78 2.27 3.34
O -2.28 2.44 -2.72
H -1.79 1.62 -2.58
H -1.88 2.81 -3.52
O 3.72 0.87 -2.57
H 4.04 1.50 -1.90
H 3.25 0.20 -2.06
O -0.55 -3.79 -3.48
H -1.32 -4.16 -3.05
H -0.59 -2.85 -3.28
O 1.42 3.38 -3.41
H 1.66 4.22 -3.00
H 1.43 2.74 -2.68
O 0.40 -4.19 2.05
H 1.02 -3.46 2.14
H 0.03 -4.30 2.93
O -0.61 3.52 1.08
H 0.05 3.42 1.77
H -0.54 2.68 0.57
O 2.94 2.10 2.68
H 2.83 1.45 1.97
H 2.08 2.12 3.12
O 3.20 -3.17 -0.39
H 2.69 -2.81 0.35
H 4.09 -3.31 -0.03
*
```

A molecular structure, AsF6H28O14 in a non-equilibrium geometry, computed with wB97M-V/def2-TZVPD.

Results
gap between HOMO and LUMO (alpha / beta) = 9.13 / 2.44 eV
energy = -3905.057896 hartree
LUMO (alpha / beta) = -0.052 / -0.298 Eh
ΔE to the lowest compared entry with this formula, charge and spin = 32.5 kJ/mol
HOMO (alpha / beta) = -10.55 / -10.55 eV

```
! RIJCOSX wB97M-V def2-TZVPD def2/J DEFGRID3
* xyz 0 2
As 0.03 0.19 0.18
F 0.28 2.00 0.14
F -1.70 0.58 0.32
F -0.44 -1.54 0.20
F 1.79 0.03 -0.09
F 0.26 0.13 1.94
F -0.04 0.14 -1.58
O 0.27 4.74 2.04
H 0.47 4.94 2.96
H -0.16 3.89 2.07
O 3.79 1.47 -1.21
H 3.23 0.79 -0.83
H 4.48 0.99 -1.65
O -1.02 1.79 -4.15
H -0.73 2.53 -3.62
H -1.70 1.36 -3.62
O -4.55 1.84 -0.93
H -5.00 1.17 -1.44
H -3.73 1.44 -0.66
O 2.19 -0.42 4.31
H 3.02 0.06 4.20
H 2.04 -0.83 3.47
O -1.98 -0.99 -2.93
H -2.16 -1.71 -2.34
H -1.47 -0.37 -2.40
O -2.22 -3.11 -1.43
H -2.22 -3.90 -1.96
H -3.06 -3.14 -0.96
O 3.04 -1.54 1.65
H 2.42 -1.23 0.99
H 3.51 -2.26 1.22
O 1.57 -2.99 -1.11
H 1.44 -3.81 -0.64
H 0.74 -2.51 -1.00
O 1.38 3.10 -1.97
H 1.71 2.41 -2.55
H 1.28 2.68 -1.12
O -0.64 -1.95 3.32
H -1.43 -2.26 2.87
H -0.22 -1.37 2.69
O 1.74 -0.65 -3.26
H 1.53 -1.30 -2.59
H 1.03 -0.01 -3.22
O -0.07 2.50 3.88
H -0.04 1.99 3.07
H -0.27 1.85 4.56
O -2.77 -2.44 1.38
H -3.57 -2.03 1.05
H -2.09 -2.20 0.75
*
```

A molecular structure, B2F8Sn in a non-equilibrium geometry, computed with wB97M-V/def2-TZVPD.

Results
gap between HOMO and LUMO = 9.09 eV
energy = -1063.328176 hartree
LUMO = -0.150 Eh
ΔE to the lowest compared entry with this formula, charge and spin = 0.0 kJ/mol
HOMO = -13.17 eV

```
! RIJCOSX wB97M-V def2-TZVPD def2/J DEFGRID3
* xyz 0 1
Sn -0.62 -0.18 0.36
B -1.22 2.52 -1.21
F -0.56 2.61 0.06
F -0.42 1.63 -1.99
F -2.47 1.87 -1.17
F -1.33 3.80 -1.68
B 1.35 -2.50 1.13
F 0.99 -1.81 -0.10
F 0.59 -3.64 1.31
F 2.70 -2.72 1.14
F 0.99 -1.58 2.15
*
```

A molecular structure, B2H26NiO9 in a non-equilibrium geometry, computed with wB97M-V/def2-TZVPD.

Results
gap between HOMO and LUMO (alpha / beta) = 9.10 / 8.42 eV
energy = -2250.590394 hartree
LUMO (alpha / beta) = -0.038 / -0.063 Eh
ΔE to the lowest compared entry with this formula, charge and spin = 87.1 kJ/mol
HOMO (alpha / beta) = -10.13 / -10.12 eV

```
! RIJCOSX wB97M-V def2-TZVPD def2/J DEFGRID3
* xyz 0 3
Ni 0.05 0.40 1.95
B -2.16 0.15 2.40
H -3.30 0.30 2.44
H -1.70 1.15 2.11
H -1.76 -0.11 3.47
H -1.85 -0.69 1.65
B 0.04 -0.18 -0.35
H 1.04 -0.12 0.24
H 0.21 -0.01 -1.48
H -0.49 -1.19 -0.14
H -0.57 0.76 -0.02
O -0.46 1.96 -4.20
H -0.19 1.09 -4.51
H -1.05 1.77 -3.44
O 3.73 1.10 -1.27
H 2.84 1.46 -1.36
H 3.99 0.86 -2.17
O 0.01 2.60 1.53
H 0.25 3.28 2.17
H 0.26 2.95 0.67
O -2.63 -1.11 -2.04
H -3.06 -0.30 -1.74
H -1.92 -1.26 -1.40
O 0.65 -3.63 0.19
H 0.28 -2.81 0.54
H -0.03 -4.29 0.38
O 1.61 -2.26 -2.13
H 1.22 -1.39 -1.94
H 1.50 -2.77 -1.30
O 0.58 -1.42 2.77
H 0.00 -1.82 3.43
H 1.38 -1.96 2.75
O 2.15 0.77 1.83
H 2.62 0.75 2.68
H 2.85 0.73 1.16
O -2.19 1.67 -1.98
H -1.44 1.23 -1.54
H -2.48 2.34 -1.35
*
```

A molecular structure, B3F12Sn in a non-equilibrium geometry, computed with wB97M-V/def2-TZVPD.

Results
gap between HOMO and LUMO = 7.73 eV
energy = -1487.964901 hartree
LUMO = -0.053 Eh
ΔE to the lowest compared entry with this formula, charge and spin = 214.9 kJ/mol
HOMO = -9.18 eV

```
! RIJCOSX wB97M-V def2-TZVPD def2/J DEFGRID3
* xyz -1 1
Sn -8.06 8.30 2.51
B -7.94 11.46 0.90
F -8.24 12.32 -0.19
F -6.90 10.58 0.63
F -7.58 12.17 1.99
F -9.07 10.77 1.29
B -7.34 5.02 3.09
F -6.25 4.86 2.23
F -7.10 5.94 4.04
F -8.48 5.33 2.33
F -7.53 3.74 3.60
B -4.95 8.88 3.71
F -3.65 9.33 3.83
F -5.70 9.94 3.19
F -5.01 7.89 2.72
F -5.52 8.48 4.89
*
```

A molecular structure, B4H16Tl in a non-equilibrium geometry, computed with wB97M-V/def2-TZVPD.

Results
gap between HOMO and LUMO = 4.61 eV
energy = -280.920935 hartree
LUMO = -0.089 Eh
ΔE to the lowest compared entry with this formula, charge and spin = 344.7 kJ/mol
HOMO = -7.04 eV

```
! RIJCOSX wB97M-V def2-TZVPD def2/J DEFGRID3
* xyz -1 1
Tl -16.33 0.57 -19.99
B -16.87 -2.28 -20.58
H -16.82 -3.35 -20.66
H -16.04 -1.81 -21.09
H -17.80 -1.98 -21.03
H -16.91 -2.02 -19.54
B -14.71 0.98 -22.73
H -14.56 0.22 -23.47
H -14.30 0.58 -21.82
H -14.14 1.85 -23.05
H -15.72 1.32 -22.59
B -15.64 3.52 -20.71
H -14.82 3.89 -21.32
H -15.13 2.93 -19.97
H -16.15 4.36 -20.27
H -16.33 2.98 -21.34
B -15.64 0.52 -17.16
H -16.67 0.52 -17.46
H -15.14 -0.34 -17.58
H -15.14 1.38 -17.57
H -15.55 0.55 -16.08
*
```

9 unconnected molecules or ions with the total composition BF4H16O8 in a non-equilibrium geometry, computed with wB97M-V/def2-TZVPD.

Results
gap between HOMO and LUMO = 10.46 eV
energy = -1036.167294 hartree
LUMO = 0.107 Eh
ΔE to the lowest compared entry with this formula, charge and spin = 83.0 kJ/mol
HOMO = -7.55 eV

```
! RIJCOSX wB97M-V def2-TZVPD def2/J DEFGRID3
* xyz -1 1
B 0.83 -0.50 -0.19
F 1.53 -0.76 1.03
F 0.06 0.67 -0.05
F 1.65 -0.23 -1.26
F 0.03 -1.58 -0.51
O 1.64 -0.62 3.56
H 2.29 0.13 3.71
H 1.65 -0.63 2.58
O -1.03 0.20 2.60
H -0.50 -0.52 2.39
H -0.40 0.89 2.44
O -0.30 0.65 -3.07
H 0.29 0.28 -2.41
H -1.00 1.08 -2.57
O -1.65 -1.57 -2.96
H -1.24 -0.73 -2.95
H -1.25 -2.07 -2.22
O -2.91 -0.22 0.09
H -2.10 0.22 0.17
H -3.38 0.10 0.85
O 3.01 1.99 -0.52
H 2.89 1.06 -0.38
H 2.70 2.09 -1.41
O 0.18 3.13 -1.01
H 0.35 2.22 -0.72
H 0.73 3.20 -1.82
O -1.51 -2.84 1.89
H -1.95 -2.81 1.08
H -0.61 -2.82 1.67
*
```